# 1
Entry from OMol25: a cluster of 4 separate species, H12N4 in total at a distorted geometry (ωB97M-V with the def2-TZVPD basis set).

Atoms and positions in Å:
N (5.6443, 2.3641, 1.0518)
H (5.0871, 1.6167, 1.0822)
H (6.3298, 2.3309, 1.7727)
H (6.0005, 2.6311, 0.0980)
N (0.7682, -0.5960, -0.1460)
H (0.8666, -0.5892, -1.2402)
H (0.7903, 0.2601, 0.2276)
H (-0.1605, -1.0145, 0.0100)
N (-6.3940, 1.3295, -2.2927)
H (-6.2760, 0.3824, -2.1848)
H (-6.0172, 1.8159, -1.4961)
H (-6.1288, 1.6419, -3.1630)
N (-0.3359, -3.1299, 1.3904)
H (0.2039, -3.8802, 1.8229)
H (-0.6546, -2.5311, 2.3203)
H (0.2762, -2.6317, 0.7471)

Computed properties:
ΔE to the lowest compared entry with this formula, charge and spin = 110.0 kJ/mol
LUMO energy = 0.8671 eV
Highest occupied orbital energy = -0.3581 Eh
E_tot = -6154.14138 eV
SMILES = N.N.N.N

---

# 2
Entry from OMol25: a cluster of 6 separate species, C31H59F3I2NO6 in total at a distorted geometry (ωB97M-V with the def2-TZVPD basis set).

Atoms and positions in Å:
O (-6.4079, 5.3362, 0.4460)
C (-7.2897, 6.1044, 0.1962)
I (-9.1352, 6.2562, 1.3011)
C (-7.0384, 7.0312, -1.0808)
C (-7.5848, 6.1886, -2.3020)
C (-9.0515, 6.1723, -2.4299)
N (-9.6179, 5.4287, -3.4490)
C (-8.8738, 4.6989, -4.3618)
I (-9.8371, 3.5320, -5.9049)
C (-7.4152, 4.6785, -4.3174)
C (-6.7163, 5.4388, -3.2372)
C (-5.1726, 5.4575, -3.1136)
C (-4.5432, 4.0926, -2.5633)
C (-5.5478, 2.9267, -2.3858)
F (-6.6449, 2.9505, -1.5195)
C (-5.3506, 1.7112, -3.0962)
F (-5.7912, 1.5238, -4.3790)
F (-4.6637, 0.7019, -2.4827)
H (-7.6004, 8.0062, -1.0102)
H (-5.9597, 7.2956, -1.1838)
H (-9.7051, 6.7155, -1.7069)
H (-10.6404, 5.4371, -3.5110)
H (-6.8001, 4.0944, -5.0459)
H (-4.8235, 6.2941, -2.4480)
H (-4.7602, 5.6275, -4.1521)
H (-3.7706, 3.7339, -3.3028)
H (-4.0502, 4.3194, -1.5733)
C (-4.5802, 2.7854, 1.0066)
C (-4.0143, 3.0716, 2.3864)
O (-3.2132, 2.0208, 2.8980)
C (-2.0497, 1.7001, 2.1521)
C (-1.0584, 2.8466, 2.0512)
H (-5.0905, 1.8194, 0.9913)
H (-5.2861, 3.5634, 0.7156)
H (-3.7901, 2.7496, 0.2508)
H (-4.8422, 3.1933, 3.0881)
H (-3.4576, 4.0153, 2.3953)
H (-2.3235, 1.3279, 1.1585)
H (-1.5725, 0.8683, 2.6747)
H (-1.4572, 3.6688, 1.4518)
H (-0.1326, 2.5095, 1.5798)
H (-0.8272, 3.2458, 3.0409)
C (1.9107, 0.1508, 3.2391)
C (1.8785, 0.1301, 1.7207)
O (2.5510, 1.2285, 1.1269)
C (3.9405, 1.3364, 1.4007)
C (4.7498, 0.1512, 0.9040)
H (1.5646, 1.1151, 3.6189)
H (1.2756, -0.6390, 3.6449)
H (2.9220, -0.0058, 3.6196)
H (0.8385, 0.1931, 1.3906)
H (2.2717, -0.8149, 1.3313)
H (4.1070, 1.5061, 2.4697)
H (4.2833, 2.2367, 0.8863)
H (4.5093, -0.7581, 1.4584)
H (5.8175, 0.3409, 1.0251)
H (4.5416, -0.0435, -0.1504)
C (-7.6327, -3.0353, -8.6651)
C (-7.1084, -1.6280, -8.4407)
O (-7.8845, -0.8742, -7.5198)
C (-7.9608, -1.3840, -6.1985)
C (-6.6136, -1.4622, -5.4998)
H (-8.6934, -3.0145, -8.9245)
H (-7.0806, -3.5237, -9.4697)
H (-7.5279, -3.6492, -7.7682)
H (-7.1446, -1.0835, -9.3865)
H (-6.0581, -1.6441, -8.1309)
H (-8.4643, -2.3561, -6.1923)
H (-8.6046, -0.6970, -5.6436)
H (-5.9653, -2.2095, -5.9617)
H (-6.7439, -1.7374, -4.4511)
H (-6.0965, -0.5036, -5.5532)
C (6.3054, -3.5161, 4.6221)
C (6.2780, -3.5365, 3.1036)
O (6.9529, -2.4392, 2.5107)
C (8.3412, -2.3304, 2.7868)
C (9.1521, -3.5156, 2.2925)
H (5.9586, -2.5520, 5.0009)
H (5.6685, -4.3055, 5.0256)
H (7.3156, -3.6735, 5.0059)
H (5.2397, -3.4723, 2.7693)
H (6.6720, -4.4819, 2.7156)
H (8.5058, -2.1595, 3.8560)
H (8.6848, -1.4306, 2.2717)
H (8.9110, -4.4244, 2.8474)
H (10.2194, -3.3253, 2.4154)
H (8.9456, -3.7114, 1.2379)
C (10.6094, -6.8965, 6.2184)
C (10.5854, -6.9186, 4.6999)
O (11.2617, -5.8214, 4.1072)
C (12.6484, -5.7114, 4.3855)
C (13.4611, -6.8969, 3.8931)
H (10.2616, -5.9320, 6.5952)
H (9.9717, -7.6854, 6.6213)
H (11.6185, -7.0533, 6.6048)
H (9.5480, -6.8549, 4.3633)
H (10.9804, -7.8643, 4.3137)
H (12.8112, -5.5393, 5.4547)
H (12.9922, -4.8121, 3.8699)
H (13.2198, -7.8060, 4.4483)
H (14.5284, -6.7047, 4.0172)
H (13.2564, -7.0934, 2.8386)

Computed properties:
LUMO energy = -4.4397 eV
Highest occupied orbital energy = -0.3841 Eh
Charge = +1
E_tot = -71217.94844 eV

---

# 3
Entry from OMol25: a cluster of 2 separate species, C5H11O3 in total at a distorted geometry (ωB97M-V with the def2-TZVPD basis set).

Atoms and positions in Å:
O (1.9804, -1.2901, 2.5745)
C (1.1859, -0.8029, 1.8252)
C (1.7139, 0.1026, 0.7357)
C (0.5624, 0.8752, -0.0906)
C (0.0587, -0.0915, -1.0892)
C (-1.1876, 0.5235, -1.8188)
O (-2.1919, -0.2557, -1.1499)
H (0.0942, -0.8452, 1.7253)
H (2.2241, -0.4510, -0.1090)
H (2.5157, 0.7880, 1.1031)
H (1.2589, 1.6756, -0.4998)
H (-0.1627, 1.3155, 0.5579)
H (0.7296, -0.2843, -1.9770)
H (-0.1283, -1.0028, -0.5700)
H (-1.2518, 1.5562, -1.7264)
H (-1.2507, 0.2578, -2.8097)
H (-2.2199, -0.4375, 1.8384)
H (-2.0391, -0.5408, 0.2215)
O (-1.8917, -1.0927, 1.2590)

Computed properties:
ΔE to the lowest compared entry with this formula, charge and spin = 361.8 kJ/mol
LUMO energy = 3.8636 eV
Highest occupied orbital energy = -0.1228 Eh
Charge = -1
E_tot = -11504.31717 eV

---

# 4
Entry from OMol25: a structure of composition C21H32ClHgINO4P2S5 (ωB97M-V with the def2-TZVPD basis set).

Atoms and positions in Å:
Hg (1.4356, -0.6455, 0.0994)
C (-1.2211, 2.7765, -2.2432)
C (0.1633, 3.3392, -2.5329)
S (1.4753, 2.0842, -2.2200)
C (2.6506, 3.1317, -1.3254)
C (2.2355, 3.7183, 0.0251)
S (1.3784, 2.5750, 1.1650)
C (-0.1162, 3.5435, 1.5450)
C (-1.0723, 3.8198, 0.3901)
S (-1.5647, 2.3132, -0.5125)
H (-1.3428, 1.8250, -2.7670)
H (-2.0039, 3.4673, -2.5680)
H (0.3703, 4.2320, -1.9438)
H (0.2070, 3.6249, -3.5879)
H (2.9563, 3.9443, -1.9916)
H (3.4905, 2.4601, -1.1834)
H (1.5950, 4.5959, -0.0840)
H (3.1516, 4.0178, 0.5373)
H (0.1940, 4.4888, 1.9996)
H (-0.6097, 2.9308, 2.3020)
H (-0.6339, 4.5055, -0.3320)
H (-1.9786, 4.2833, 0.7884)
Cl (-0.7094, -2.4552, 7.5161)
C (-0.6378, -2.4786, 5.7579)
C (-0.0939, -3.5748, 5.1388)
C (-0.0388, -3.6232, 3.7543)
I (0.7196, -5.3270, 2.7927)
C (-0.5181, -2.6099, 2.8772)
O (-0.4988, -2.7563, 1.6275)
C (-1.0543, -1.4308, 3.5858)
N (-1.4876, -0.4018, 2.8374)
C (-2.0287, 0.6464, 3.4063)
C (-2.1880, 0.7619, 4.7957)
C (-1.7339, -0.2508, 5.5939)
C (-1.1364, -1.3922, 5.0149)
H (0.2766, -4.3983, 5.7337)
H (-2.3534, 1.4380, 2.7341)
H (-2.6543, 1.6420, 5.2223)
H (-1.8385, -0.2014, 6.6695)
C (-1.3472, -1.3081, -3.8322)
P (-0.2174, -1.4030, -2.3519)
C (1.3031, -1.8926, -3.2627)
C (-0.7038, -3.0683, -1.7141)
C (-2.1006, -3.0710, -1.0706)
P (-2.3061, -1.6087, 0.0960)
C (-3.5419, -2.4467, 1.2072)
C (-3.6458, -0.6837, -0.8484)
H (-1.3049, -2.2354, -4.4111)
H (-1.0097, -0.4797, -4.4591)
H (-2.3760, -1.1171, -3.5247)
H (1.0866, -2.6538, -4.0187)
H (2.0413, -2.2668, -2.5507)
H (1.7346, -1.0076, -3.7315)
H (0.0346, -3.3059, -0.9423)
H (-0.6267, -3.8032, -2.5235)
H (-2.2240, -3.9787, -0.4765)
H (-2.8761, -3.0473, -1.8437)
H (-4.3104, -2.9453, 0.6084)
H (-4.0223, -1.7051, 1.8496)
H (-3.0403, -3.1805, 1.8380)
H (-4.4458, -1.3159, -1.2524)
H (-3.1883, -0.1129, -1.6601)
H (-4.0824, 0.0376, -0.1521)
O (3.9972, -1.7656, -1.1369)
S (4.2695, -0.3299, -1.2203)
O (3.3087, 0.3468, -2.1188)
O (5.6537, -0.0069, -1.5488)
S (3.9254, 0.4640, 0.6700)

Computed properties:
ΔE to the lowest compared entry with this formula, charge and spin = 66.9 kJ/mol
LUMO energy (spin up / spin down) = 3.9640 / 3.9543 eV
Multiplicity = 2
Highest occupied orbital energy (spin up / spin down) = -0.0491 / -0.0788 Eh
Charge = -2
<S²> = 0.761
E_tot = -129529.84322 eV

---

# 5
Entry from OMol25: an isolated molecule of C5H5NOS at a distorted geometry (ωB97M-V with the def2-TZVPD basis set).

Atoms and positions in Å:
C (-0.9659, 0.1667, -1.1437)
N (0.1136, 0.3074, -1.8277)
C (1.2411, -0.0068, -1.0877)
C (1.4492, 0.4973, 0.1202)
O (0.5678, 1.2400, 0.8856)
C (1.0975, 0.0799, 1.6122)
S (-0.2526, -1.1511, 1.4505)
C (-1.3548, -0.3111, 0.2169)
H (-1.8869, 0.4385, -1.6507)
H (1.9374, -0.7405, -1.6754)
H (1.7956, 0.1755, 2.5546)
H (-1.9157, 0.5945, 0.5444)
H (-1.8262, -1.2905, 0.0009)

Computed properties:
ΔE to the lowest compared entry with this formula, charge and spin = 532.0 kJ/mol
LUMO energy = 0.2983 eV
Highest occupied orbital energy = -0.3045 Eh
E_tot = -19633.47811 eV
SMILES = C1=NC=C2O[C@H]2SC1

---

# 6
Entry from OMol25: a structure of composition C67H64KN3O6P2S2Te2 at a distorted geometry (ωB97M-V with the def2-TZVPD basis set).

Atoms and positions in Å:
K (0.0004, -0.4645, -0.1352)
N (-1.7872, 2.1746, 1.8717)
C (-1.1829, 2.7067, 2.9702)
C (-1.9247, 3.4802, 3.8763)
C (-1.3363, 4.0967, 4.9590)
C (0.0265, 3.9580, 5.1758)
C (0.7770, 3.2148, 4.2827)
C (0.2037, 2.5902, 3.1850)
P (1.2532, 1.6783, 1.9686)
C (2.0468, 3.2018, 1.2864)
C (3.0625, 3.9526, 1.8711)
C (3.5428, 5.0920, 1.2469)
C (2.9960, 5.5183, 0.0492)
C (1.9630, 4.7975, -0.5252)
C (1.5019, 3.6453, 0.0831)
C (2.4554, 1.0242, 3.1838)
C (3.8396, 1.1137, 3.0750)
C (4.6654, 0.4822, 3.9911)
C (4.1219, -0.2668, 5.0195)
C (2.7435, -0.3839, 5.1249)
C (1.9220, 0.2552, 4.2186)
H (-2.7949, 2.1064, 1.9258)
H (-1.3951, 1.3071, 1.4963)
H (-2.9868, 3.5761, 3.6976)
H (-1.9361, 4.6934, 5.6360)
H (0.5044, 4.4282, 6.0241)
H (1.8424, 3.1156, 4.4376)
H (3.4926, 3.6603, 2.8194)
H (4.3529, 5.6531, 1.6995)
H (3.3717, 6.4133, -0.4317)
H (1.5311, 5.1316, -1.4591)
H (0.7150, 3.0618, -0.3780)
H (4.2860, 1.6686, 2.2650)
H (5.7412, 0.5675, 3.8931)
H (4.7682, -0.7663, 5.7291)
H (2.3137, -0.9866, 5.9127)
H (0.8494, 0.1509, 4.2899)
S (-1.4936, -5.0237, -3.0137)
C (-3.0908, -4.1711, -3.1011)
C (-3.3123, -2.2639, -2.1167)
C (-1.8873, -1.8160, -1.8090)
C (-0.6617, -3.4557, -2.5477)
C (0.7959, -3.4683, -2.8355)
C (1.4593, -4.4823, -3.5191)
C (2.8120, -4.3348, -3.7845)
C (3.4617, -3.1822, -3.3708)
C (2.7143, -2.2155, -2.7187)
N (1.4235, -2.3476, -2.4712)
H (-3.7510, -4.7819, -3.7207)
H (-4.0931, -1.5313, -1.9295)
H (0.9156, -5.3583, -3.8424)
H (3.3456, -5.1116, -4.3189)
H (4.5116, -3.0176, -3.5624)
H (3.1561, -1.2775, -2.4099)
C (-7.2426, -0.5598, 1.8384)
C (-5.7699, -0.7091, 1.5645)
C (-4.9953, -1.5864, 2.2876)
C (-3.6051, -1.6717, 2.0983)
C (-2.8105, -2.6420, 2.8035)
O (-1.5863, -2.6160, 2.9612)
C (-3.5263, -3.8391, 3.3674)
C (-4.5324, -4.5142, 2.6806)
C (-5.0692, -5.6824, 3.1890)
C (-4.6265, -6.1869, 4.4029)
C (-3.6289, -5.5213, 5.0977)
C (-3.0745, -4.3688, 4.5747)
C (-2.9429, -0.7655, 1.1930)
O (-1.7064, -0.5757, 1.2177)
C (-3.8120, -0.0377, 0.2707)
C (-5.1737, 0.0235, 0.5353)
C (-3.2464, 0.6172, -0.8772)
N (-2.0107, 0.3845, -1.2376)
C (-1.5049, 1.0945, -2.3793)
C (-0.1972, 0.5383, -2.9089)
Te (-0.4101, -0.9203, -4.4585)
C (-1.4407, -2.2914, -3.1970)
C (-2.8678, -2.7110, -3.5161)
C (-3.6698, -3.7217, -1.7368)
C (-3.0003, -4.2255, -0.5119)
C (-1.7606, -3.8377, -0.2319)
C (-1.0393, -2.9141, -1.1303)
C (-4.1314, 1.5010, -1.7034)
C (-5.1036, 1.0382, -2.5862)
C (-5.8356, 1.9180, -3.3661)
C (-5.6114, 3.2813, -3.2812)
C (-4.6594, 3.7589, -2.3961)
C (-3.9354, 2.8790, -1.6129)
H (-7.5507, -1.2152, 2.6517)
H (-7.8316, -0.8096, 0.9543)
H (-7.4887, 0.4673, 2.1158)
H (-5.4626, -2.1876, 3.0596)
H (-4.8791, -4.1181, 1.7384)
H (-5.8355, -6.2112, 2.6350)
H (-5.0499, -7.1018, 4.7990)
H (-3.2794, -5.9133, 6.0458)
H (-2.2742, -3.8546, 5.0882)
H (-5.8072, 0.6535, -0.0802)
H (-1.3182, 2.1343, -2.0609)
H (-2.2361, 1.1433, -3.2093)
H (0.4018, 0.1119, -2.1143)
H (0.3832, 1.3324, -3.3640)
H (-3.3235, -2.3686, -4.4504)
H (-4.7514, -3.8942, -1.7042)
H (-3.5399, -4.9120, 0.1251)
H (-1.2592, -4.1596, 0.6691)
H (-0.1418, -2.5339, -0.6399)
H (-5.2871, -0.0229, -2.6789)
H (-6.5820, 1.5370, -4.0527)
H (-6.1717, 3.9675, -3.9041)
H (-4.4779, 4.8238, -2.3189)
H (-3.1932, 3.2541, -0.9211)
C (2.9660, -2.9760, 2.2828)
S (2.4251, -2.1431, 0.7224)
O (1.6952, -0.9558, 1.1739)
C (4.0629, -1.5061, 0.3064)
C (5.1049, -2.3604, -0.0032)
C (6.3442, -1.8339, -0.3269)
C (6.5189, -0.4592, -0.3881)
C (5.4608, 0.3892, -0.1037)
C (4.2291, -0.1338, 0.2382)
H (3.5243, -2.2734, 2.8926)
H (3.5625, -3.8455, 2.0294)
H (2.0519, -3.2716, 2.7866)
H (4.9425, -3.4292, 0.0011)
H (7.1671, -2.4922, -0.5683)
H (7.4790, -0.0500, -0.6687)
H (5.5777, 1.4609, -0.1793)
H (3.3791, 0.5045, 0.4232)
C (1.3468, 3.3457, -5.4277)
C (2.2099, 3.3136, -4.1747)
O (3.1448, 2.2784, -4.2918)
P (3.8258, 1.6410, -2.8912)
O (2.7796, 1.1849, -1.9529)
Te (5.5693, 0.3529, -3.7350)
O (4.3704, 3.0747, -2.2105)
C (5.4320, 3.7403, -2.8152)
C (6.2501, 4.4712, -1.7595)
H (0.6787, 4.2037, -5.4098)
H (0.7605, 2.4329, -5.5001)
H (1.9865, 3.4159, -6.3049)
H (1.5973, 3.1729, -3.2740)
H (2.7336, 4.2782, -4.0642)
H (5.0597, 4.4618, -3.5596)
H (6.0579, 2.9976, -3.3476)
H (5.6581, 5.2616, -1.3023)
H (7.1418, 4.9035, -2.2095)
H (6.5405, 3.7713, -0.9798)

Computed properties:
ΔE to the lowest compared entry with this formula, charge and spin = 548.1 kJ/mol
LUMO energy (spin up / spin down) = 3.5627 / 3.5627 eV
Highest occupied orbital energy (spin up / spin down) = -0.0134 / -0.0134 Eh
Charge = -2
E_tot = -158431.89170 eV